Record 1
Here is a single C6H8N2O molecule at a distorted geometry from the OMol25 dataset. Energies are from ωB97M-V with the def2-TZVPD basis set.

* total energy: -418.02483 hartree
* relative energy (zero: lowest compared OMol25 entry of this formula, charge and spin): 99.4 kcal/mol
* multiplicity: 1
* charge: 0
* SMILES: CCN1Cc2nocc21
* HOMO-LUMO gap: 9.42 eV
* HOMO energy: -0.315 Ha

Each line ends with the natural charge from an NBO analysis.
Atoms and positions in Å:
C1 -1.6599 -0.6842 0.9381  -0.64
C2 -1.5879 -0.1540 -0.4954  -0.21
N1 -0.2405 0.2960 -0.8323  -0.40
C3 0.2106 1.5845 -0.2044  -0.23
C4 1.4849 0.8184 0.2017  0.12
N2 2.7422 0.7423 0.5272  -0.10
O1 3.0689 -0.5440 0.1314  -0.29
C5 2.0237 -1.1200 -0.5729  0.07
C6 0.9190 -0.3557 -0.4399  0.00
H1 -0.8464 -1.4643 1.0736  0.22
H2 -2.6752 -1.0419 1.1301  0.22
H3 -1.4553 0.1148 1.6599  0.20
H4 -2.3040 0.6250 -0.7513  0.21
H5 -1.8665 -0.9929 -1.2177  0.20
H6 -0.4148 1.9800 0.6019  0.21
H7 0.3684 2.3661 -0.9305  0.22
H8 2.2331 -2.1702 -0.8194  0.21

***

Record 2
Here is 2 unconnected molecules or ions with the total composition C6H8N2O at a distorted geometry from the OMol25 dataset. Energies are from ωB97M-V with the def2-TZVPD basis set.

* total energy: -418.08864 hartree
* relative energy (zero: lowest compared OMol25 entry of this formula, charge and spin): 59.4 kcal/mol
* multiplicity: 1
* charge: 0
* HOMO-LUMO gap: 9.25 eV
* HOMO energy: -0.306 Ha

Each line ends with the natural charge from an NBO analysis.
Atoms and positions in Å:
C1 1.1589 -1.3065 -1.7840  -0.34
C2 2.0802 -0.2555 -1.6550  -0.06
C3 0.1810 -1.0191 -0.8641  -0.05
C4 -0.5925 -0.4900 2.3022  0.43
C5 -1.5838 1.2393 0.3318  -0.65
C6 -0.1785 0.8590 0.7041  -0.05
N1 1.7007 0.5966 -0.7260  -0.26
N2 0.5417 0.1334 -0.2513  -0.21
O1 -1.7150 -0.7582 2.5327  -0.50
H1 1.2082 -2.1459 -2.4469  0.23
H2 2.9852 -0.0897 -2.2042  0.21
H3 -0.7115 -1.5446 -0.5940  0.22
H4 0.3172 -0.8556 2.7815  0.13
H5 -2.0623 1.7482 1.1629  0.23
H6 -2.1706 0.3551 0.0925  0.22
H7 -1.5896 1.9010 -0.5357  0.22
H8 0.4306 1.6325 1.1534  0.23

***

Record 3
Here is 2 unconnected molecules or ions with the total composition C6H8N2O2 at a distorted geometry from the OMol25 dataset. Energies are from ωB97M-V with the def2-TZVPD basis set.

* total energy: -493.33952 hartree
* relative energy (zero: lowest compared OMol25 entry of this formula, charge and spin): 67.4 kcal/mol
* multiplicity: 1
* charge: 0
* SMILES: CN(C)C=O.N#CC=C=O
* HOMO-LUMO gap: 9.72 eV
* HOMO energy: -0.346 Ha

Each line ends with the natural charge from an NBO analysis.
Atoms and positions in Å:
C1 -0.1517 -0.6415 1.2475  -0.43
N1 0.1961 0.2882 0.1506  -0.43
C2 1.1694 1.3253 0.3137  -0.43
C3 -0.6927 0.5070 -0.8443  0.54
O1 -0.6101 1.2892 -1.7585  -0.64
H1 0.7872 -0.9924 1.6851  0.21
H2 -0.7467 -0.2881 2.0226  0.19
H3 -0.6536 -1.5504 0.8300  0.24
H4 0.8456 1.8105 1.1894  0.19
H5 2.1703 1.0917 0.6236  0.20
H6 1.1240 1.9937 -0.5703  0.25
H7 -1.5003 -0.1680 -0.6131  0.11
N2 0.0968 -2.8685 -0.8237  -0.36
C4 0.1935 -2.1561 -1.7183  0.29
C5 0.1672 -1.2230 -2.7238  -0.69
C6 -0.8519 -1.0813 -3.5077  0.83
O2 -1.7097 -1.0495 -4.2615  -0.38
H8 1.1600 -0.8423 -2.8737  0.31

***

Record 4
Here is 2 unconnected molecules or ions with the total composition C6H8N2O2 at a distorted geometry from the OMol25 dataset. Energies are from ωB97M-V with the def2-TZVPD basis set.

* total energy: -493.39052 hartree
* relative energy (zero: lowest compared OMol25 entry of this formula, charge and spin): 35.4 kcal/mol
* multiplicity: 1
* charge: 0
* SMILES: O=c1cc[nH]c(=O)[nH]1.C=C
* HOMO-LUMO gap: 10.06 eV
* HOMO energy: -0.355 Ha

Each line ends with the natural charge from an NBO analysis.
Atoms and positions in Å:
O1 0.8874 2.4508 -1.3310  -0.61
C1 0.8938 1.3920 -0.6133  0.63
C2 1.0288 1.3374 0.8726  -0.36
C3 1.2102 0.1310 1.4925  0.05
N1 1.3635 -1.0858 0.7401  -0.63
C4 1.2470 -1.1289 -0.6237  0.80
O2 1.4531 -2.0611 -1.3077  -0.58
N2 0.9832 0.1567 -1.1854  -0.65
H1 0.8991 2.0497 1.6015  0.23
H2 1.4726 0.2347 2.5585  0.23
H3 1.7537 -1.9443 1.2944  0.44
H4 1.1342 0.1737 -2.2263  0.44
C5 -2.3726 -0.9346 -0.3293  -0.40
C6 -2.4324 0.4110 -0.0646  -0.41
H5 -1.6844 -1.2572 -1.1732  0.20
H6 -2.8121 -1.7129 0.3208  0.20
H7 -1.8776 0.9885 -0.7501  0.20
H8 -3.1473 0.7992 0.7243  0.21

***

Record 5
Here is 3 unconnected molecules or ions with the total composition C6H8N2O2 at a distorted geometry from the OMol25 dataset. Energies are from ωB97M-V with the def2-TZVPD basis set.

* total energy: -493.22408 hartree
* relative energy (zero: lowest compared OMol25 entry of this formula, charge and spin): 139.8 kcal/mol
* multiplicity: 1
* charge: 0
* HOMO-LUMO gap: 9.11 eV
* HOMO energy: -0.351 Ha

Each line ends with the natural charge from an NBO analysis.
Atoms and positions in Å:
O1 -0.1741 -2.3564 -1.1521  -0.62
C1 0.5852 -1.4093 -0.8999  0.67
C2 0.8016 -1.0821 0.5730  -0.54
C3 0.4761 0.3523 0.9284  -0.13
C4 0.7608 1.3109 0.0296  -0.08
C5 0.9311 1.0148 -1.4217  -0.26
N1 0.5976 -0.3605 -1.7457  -0.60
C6 -0.6559 0.5628 1.8471  0.48
N2 -1.4003 1.4766 2.1875  -0.53
H1 0.2573 -1.8550 1.1380  0.27
H2 1.8404 -1.3505 0.8183  0.24
H3 0.5140 2.3463 0.2701  0.23
H4 0.2832 1.6931 -2.0006  0.24
H5 1.9668 1.2414 -1.7213  0.21
H6 -0.0211 -0.4689 -2.5452  0.42
O2 -2.2506 -0.5651 1.2705  -1.07
H7 -1.8724 -1.2083 0.6493  0.51
H8 -2.6397 0.6578 1.7750  0.57

***

Record 6
Here is a single C6H8N2O2 molecule at a distorted geometry from the OMol25 dataset. Energies are from ωB97M-V with the def2-TZVPD basis set.

* total energy: -493.28757 hartree
* relative energy (zero: lowest compared OMol25 entry of this formula, charge and spin): 100.0 kcal/mol
* multiplicity: 1
* charge: 0
* SMILES: N#C[C@H](N)C#C[C@@H](O)CO
* HOMO-LUMO gap: 10.74 eV
* HOMO energy: -0.379 Ha

Each line ends with the natural charge from an NBO analysis.
Atoms and positions in Å:
N1 -5.0127 8.1160 -1.5668  -0.29
C1 -4.1615 7.3521 -1.7225  0.28
C2 -3.0316 6.4004 -1.9117  -0.20
N2 -2.3861 6.6521 -3.1956  -0.79
C3 -3.5112 5.0101 -1.8343  0.02
C4 -3.8245 3.8446 -1.7583  -0.01
C5 -4.1278 2.4192 -1.5644  0.00
O1 -5.5129 1.9076 -1.9500  -0.73
C6 -3.1093 1.4725 -2.1987  -0.06
O2 -3.4900 0.1506 -2.1173  -0.71
H1 -2.3598 6.5633 -1.0468  0.24
H2 -1.7527 5.8860 -3.4091  0.37
H3 -1.8288 7.5016 -3.1527  0.37
H4 -4.0743 2.2272 -0.4770  0.19
H5 -6.1427 2.1926 -1.2830  0.48
H6 -3.3857 1.9224 -3.2446  0.17
H7 -2.1218 1.6277 -1.7434  0.20
H8 -4.4189 0.0691 -1.6341  0.49

***

Record 7
Here is 2 unconnected molecules or ions with the total composition C6H8N2O2 at a distorted geometry from the OMol25 dataset. Energies are from ωB97M-V with the def2-TZVPD basis set.

* total energy: -493.18365 hartree
* relative energy (zero: lowest compared OMol25 entry of this formula, charge and spin): 72.2 kcal/mol
* multiplicity: 3
* charge: 0
* ⟨S²⟩: 2.0188
* HOMO-LUMO gap (alpha / beta): 5.25 / 7.18 eV
* HOMO energy (alpha / beta): -0.214 / -0.354 Ha

Each line ends with the Mulliken spin population.
Atoms and positions in Å:
C1 1.7337 0.6152 -1.2519  0.06
C2 -0.5807 0.4316 -0.8389  0.23
C3 -0.9100 -1.3563 1.5857  0.02
C4 -1.0652 0.1321 1.6603  -0.02
C5 1.9617 -0.5657 -2.0265  0.23
C6 -0.5293 0.8859 0.4375  0.34
N1 1.9104 1.6850 -0.7825  0.37
N2 -1.2587 0.2672 -1.8267  0.29
O1 1.1406 -0.9335 -2.8142  0.25
O2 0.2058 1.9545 0.8839  0.17
H1 -0.8160 -1.5769 0.5151  0.00
H2 -1.8182 -2.0019 1.7951  0.00
H3 -0.1760 -1.5808 2.3737  -0.01
H4 -0.5636 0.5052 2.5033  0.01
H5 -2.1297 0.4632 1.9918  0.02
H6 2.8962 -1.0498 -1.7755  0.00
H7 -0.9411 -0.0655 -2.7164  0.02
H8 0.9402 2.1906 0.2862  0.00

***

Record 8
Here is a single C6H8N2O3S molecule at a distorted geometry from the OMol25 dataset. Energies are from ωB97M-V with the def2-TZVPD basis set.

* total energy: -966.68606 hartree
* relative energy (zero: lowest compared OMol25 entry of this formula, charge and spin): 112.4 kcal/mol
* multiplicity: 1
* charge: 0
* SMILES: Cc1ncsc1CCO[N+](=O)[O-]
* HOMO-LUMO gap: 9.39 eV
* HOMO energy: -0.332 Ha

Each line ends with the natural charge from an NBO analysis.
Atoms and positions in Å:
C1 2.5939 1.2586 -0.4280  -0.65
C2 1.8305 -0.0235 -0.3353  0.11
N1 2.5337 -1.1909 -0.7541  -0.43
C3 1.8534 -2.2462 -0.4195  -0.12
S1 0.3296 -2.0216 0.4286  0.39
C4 0.6377 -0.3056 0.2977  -0.23
C5 -0.3826 0.5616 1.0353  -0.44
C6 -1.6950 0.7661 0.2293  -0.09
O1 -2.5050 -0.3143 0.6215  -0.40
N2 -3.5771 -0.6526 -0.3869  0.73
O2 -4.0494 -1.6805 -0.0196  -0.32
O3 -3.8470 0.0748 -1.2805  -0.32
H1 3.5351 1.0989 -0.9029  0.24
H2 1.9946 2.1400 -0.8766  0.22
H3 2.8338 1.5946 0.6394  0.22
H4 2.1472 -3.3110 -0.7207  0.22
H5 0.0575 1.6059 1.1324  0.22
H6 -0.6186 0.2861 2.0098  0.23
H7 -2.2236 1.6124 0.5875  0.19
H8 -1.4486 0.7472 -0.8574  0.21

***

Record 9
Here is a single C6H8N2OS molecule at a distorted geometry from the OMol25 dataset. Energies are from ωB97M-V with the def2-TZVPD basis set.

* total energy: -816.29083 hartree
* relative energy (zero: lowest compared OMol25 entry of this formula, charge and spin): 59.2 kcal/mol
* multiplicity: 1
* charge: 0
* SMILES: CC1=N[C@]2(CN2C=O)SC1
* HOMO-LUMO gap: 9.38 eV
* HOMO energy: -0.325 Ha

Each line ends with the natural charge from an NBO analysis.
Atoms and positions in Å:
C1 -1.7397 -1.7338 -1.1196  -0.67
C2 -0.5409 -1.0088 -0.6052  0.35
N1 -0.5548 -0.0055 0.1695  -0.44
C3 0.6322 0.6955 0.2270  0.17
C4 0.7941 2.1958 0.1893  -0.22
N2 0.9426 1.4968 1.3971  -0.44
C5 0.2490 1.5726 2.5455  0.54
O1 -0.0752 2.6048 3.0405  -0.56
S1 2.0173 -0.2853 -0.5560  0.15
C6 0.8275 -1.5007 -1.1875  -0.61
H1 -2.4980 -1.0759 -1.3566  0.24
H2 -2.1096 -2.4979 -0.3420  0.24
H3 -1.4373 -2.5058 -1.8501  0.23
H4 1.6487 2.5023 -0.2788  0.20
H5 -0.1477 2.7701 -0.1524  0.21
H6 -0.0239 0.6827 2.9839  0.12
H7 1.0332 -2.5013 -0.8506  0.23
H8 0.9822 -1.4054 -2.2540  0.24

***

Record 10
Here is a single C6H8N2S molecule at a distorted geometry from the OMol25 dataset. Energies are from ωB97M-V with the def2-TZVPD basis set.

* total energy: -741.02226 hartree
* relative energy (zero: lowest compared OMol25 entry of this formula, charge and spin): 64.5 kcal/mol
* multiplicity: 1
* charge: 0
* HOMO-LUMO gap (alpha / beta): 7.13 / 7.13 eV
* HOMO energy (alpha / beta): -0.302 / -0.302 Ha

Each line ends with the natural charge from an NBO analysis.
Atoms and positions in Å:
C1 -3.1952 0.2513 -0.5133  -0.09
C2 -2.0081 0.3126 -1.1278  -0.05
C3 -1.6808 0.0921 1.0182  0.21
C4 1.5179 0.0809 0.4980  -0.38
C5 0.3378 -0.2868 -0.3976  0.19
C6 2.8731 -0.6644 0.3073  -0.62
N1 -2.9146 0.2735 0.8823  -0.42
N2 -0.9774 -0.0055 -0.1938  -0.42
S1 1.6689 1.7691 -0.1913  -0.21
H1 -4.0923 0.5052 -0.9894  0.22
H2 -1.7256 0.5590 -2.1816  0.23
H3 -1.2629 -0.0826 2.0233  0.21
H4 1.1261 0.1963 1.5194  0.22
H5 0.6759 -0.6434 -1.3509  0.22
H6 3.3053 -0.5478 -0.6832  0.23
H7 2.6591 -1.6686 0.5318  0.20
H8 3.6929 -0.1408 0.8486  0.24

***

Record 11
Here is a molecular structure, C6H8N2S at a distorted geometry from the OMol25 dataset. Energies are from ωB97M-V with the def2-TZVPD basis set.

* total energy: -741.00778 hartree
* relative energy (zero: lowest compared OMol25 entry of this formula, charge and spin): 73.6 kcal/mol
* multiplicity: 1
* charge: 0
* HOMO-LUMO gap: 7.26 eV
* HOMO energy: -0.288 Ha

Each line ends with the natural charge from an NBO analysis.
Atoms and positions in Å:
C1 2.5009 -0.7295 -0.1403  0.22
C2 -0.3128 0.0759 -0.6685  -0.10
C3 -0.1911 1.3005 -0.0552  -0.18
C4 1.3458 -0.8986 0.6451  -0.05
C5 -1.0640 2.4875 -0.4075  -0.64
C6 -0.7256 -2.1126 0.4174  -0.40
N1 3.4612 -0.4879 -0.7274  -0.27
N2 0.2143 -1.1088 -0.0710  -0.40
S1 1.1510 1.4622 1.0061  0.05
H1 -0.9770 0.0112 -1.4911  0.21
H2 1.5175 -1.3569 1.6410  0.26
H3 -0.8009 2.9851 -1.2843  0.23
H4 -0.9732 3.2967 0.2967  0.24
H5 -2.1923 2.2691 -0.6346  0.22
H6 -0.2148 -3.1634 0.3442  0.21
H7 -0.9966 -1.8644 1.3675  0.20
H8 -1.7425 -2.1662 -0.2382  0.23

***

Record 12
Here is a gas-phase ion, C6H8N3O2 (charge -1) at a distorted geometry from the OMol25 dataset. Energies are from ωB97M-V with the def2-TZVPD basis set.

* total energy: -548.10807 hartree
* relative energy (zero: lowest compared OMol25 entry of this formula, charge and spin): 36.5 kcal/mol
* multiplicity: 1
* charge: -1
* SMILES: O=CN/N=C1/CCC/C1=N\[O-]
* HOMO-LUMO gap: 7.29 eV
* HOMO energy: -0.126 Ha

Each line ends with the natural charge from an NBO analysis.
Atoms and positions in Å:
O1 -4.1543 0.4158 0.7357  -0.64
C1 -2.9667 0.5569 0.5687  0.51
N1 -2.3839 0.9947 -0.5659  -0.46
N2 -0.9987 1.3904 -0.5644  -0.39
C2 -0.0908 0.5209 -0.2585  0.25
C3 1.2508 1.1970 -0.0537  -0.43
C4 2.2574 0.0194 0.2751  -0.41
C5 1.4951 -1.3330 0.2364  -0.45
C6 0.1110 -0.9526 -0.2820  -0.09
N3 -0.8032 -1.8056 -0.6631  -0.01
O2 -0.4842 -3.0288 -0.6623  -0.58
H1 -2.1586 0.0041 1.1302  0.11
H2 -2.8906 1.6876 -1.1831  0.37
H3 1.4666 1.7295 -1.0249  0.21
H4 1.1382 1.9185 0.7529  0.20
H5 3.1243 0.2710 -0.3974  0.19
H6 2.6261 0.2747 1.2868  0.19
H7 1.8881 -1.9757 -0.4818  0.21
H8 1.5734 -1.8849 1.1512  0.20